Computed, not measured: a 2-piece molecular cluster, C5H12NO overall at a distorted geometry, with the ωB97M-V functional and the def2-TZVPD basis.

The geometry in XYZ format:
```
19
Properties=species:S:1:pos:R:3:forces:R:3
C -2.97969 -1.05855 -0.50031 -0.5 1.3 2.7
C -1.78414 -1.28541 0.49394 0.2 -1.0 0.1
C -1.17254 0.02477 0.83095 0.2 -0.3 0.3
C 0.18045 0.28578 0.67952 -0.9 0.4 0.0
N 0.52633 1.41849 -0.05810 0.4 -1.3 0.7
C 1.74841 1.53344 -0.55027 -2.5 0.2 0.9
H -3.25603 -2.00937 -0.93998 0.1 0.3 -0.7
H -2.90994 -0.11429 -1.05182 0.3 -0.8 -0.8
H -3.76191 -0.78354 0.23710 -0.2 -0.3 -0.7
H -1.06190 -1.94735 0.02699 0.4 0.2 -0.1
H -2.19938 -1.89154 1.29942 0.0 0.4 0.4
H -1.74347 0.81780 1.32992 -0.7 0.3 -1.5
H 0.84071 -0.11320 1.45321 0.8 -0.9 -1.4
H -0.32123 1.83042 -0.49248 0.6 1.0 0.6
H 2.26052 0.57734 -0.54734 1.2 0.6 0.2
H 1.96976 2.55108 -0.83000 0.6 -0.3 -1.0
H 4.56551 -0.08901 0.27919 0.1 -0.6 0.4
H 4.67144 0.55768 -1.01180 0.2 -0.3 -0.6
O 4.42710 -0.30454 -0.64814 -0.2 0.9 0.2
```
Forces are in eV/Å.

Calculated values
Total charge: +1
Highest occupied orbital energy, eV: -13.05



Computed, not measured: an isolated ion of composition C5H12NO and charge +1 at a distorted geometry, with the ωB97M-V functional and the def2-TZVPD basis.

The geometry in XYZ format:
```
19
Properties=species:S:1:pos:R:3:forces:R:3
C -1.76004 0.81540 0.48441 -0.9 -1.0 -0.5
O -1.95169 -0.62107 0.25189 0.9 0.3 0.0
C -0.86239 1.46751 -0.54198 1.2 -1.2 0.7
C 0.66731 1.04766 -0.68778 -1.1 -0.4 1.1
C 1.32848 0.03789 0.27349 0.3 0.1 -1.0
C 1.56797 -2.36322 0.01894 -0.3 0.1 -0.1
N 0.81963 -1.34045 0.08193 -0.8 -0.1 1.1
H -1.45621 0.95905 1.50640 0.3 0.2 0.5
H -2.76872 1.21423 0.35278 0.2 0.5 0.2
H -2.72596 -0.87841 0.76483 0.1 -0.2 -0.1
H -1.32675 1.28830 -1.50674 -0.1 0.7 -0.1
H -0.78293 2.48949 -0.19425 -0.6 0.5 -0.6
H 1.23191 1.94746 -0.49160 0.3 0.2 -0.4
H 0.81497 0.69817 -1.69950 0.3 0.1 -0.3
H 1.33014 0.35385 1.32075 -0.4 -0.3 -0.1
H 2.36695 -0.04096 -0.06912 0.0 0.2 0.4
H 1.09674 -3.30859 -0.18585 0.0 -0.4 0.2
H 2.63929 -2.28842 0.17185 0.0 0.1 -0.3
H -0.22871 -1.47789 0.14955 0.6 0.5 -0.5
```
Forces are in eV/Å.

Calculated values
Structure (SMILES): C=[NH+]CCCCO
Total charge: +1
Highest occupied orbital energy, eV: -14.56



Computed, not measured: an isolated ion of composition C5H12NO and charge +1 at a distorted geometry, with the ωB97M-V functional and the def2-TZVPD basis.

The geometry in XYZ format:
```
19
Properties=species:S:1:pos:R:3:forces:R:3
C 1.41802 1.28831 -0.37321 0.1 -0.3 0.7
O 0.34966 1.82334 0.41711 -0.1 -0.8 0.0
C 1.18947 -0.17285 -0.68459 0.6 -0.7 -0.9
C -0.19162 -0.65733 -1.15365 0.2 1.4 0.4
C -1.40213 -0.21433 -0.30867 -0.8 -1.7 0.2
C -0.90352 -1.32272 1.83617 -1.8 0.2 1.1
N -1.07296 -0.28558 1.11647 1.8 -1.1 -0.5
H 2.26828 1.40965 0.28602 0.7 -0.2 -0.4
H 1.58799 1.82366 -1.29584 -0.2 0.5 -0.1
H 0.10515 2.65614 0.06022 -0.4 1.2 -0.2
H 1.86972 -0.42649 -1.50210 -0.1 0.2 -0.3
H 1.63744 -0.82399 0.04200 -0.3 -0.3 1.1
H -0.18248 -1.74058 -1.20820 0.0 -0.1 -0.2
H -0.36374 -0.21080 -2.13001 -0.1 -0.3 -0.3
H -2.19726 -0.93974 -0.46070 -0.2 0.0 -0.1
H -1.80362 0.75380 -0.51358 0.1 0.6 -0.1
H -0.45124 -1.14468 2.79846 0.5 -0.2 0.1
H -1.44240 -2.26571 1.72802 0.3 0.1 -0.7
H -0.41477 0.44991 1.34608 -0.3 1.2 0.3
```
Forces are in eV/Å.

Calculated values
Structure (SMILES): C=[NH+]CCCCO
Total charge: +1
Highest occupied orbital energy, eV: -14.67



Computed, not measured: an isolated ion of composition C5H12NO2 and charge -1 at a distorted geometry, with the ωB97M-V functional and the def2-TZVPD basis.

The geometry in XYZ format:
```
20
Properties=species:S:1:pos:R:3:forces:R:3
C -0.41684 -2.33164 -0.94474 -0.3 1.0 -0.8
N -0.64659 -1.46784 0.19379 0.3 -0.1 0.1
C 0.18441 -0.20536 0.22075 -1.6 -1.7 1.5
C -0.79892 0.96356 0.17160 0.5 0.3 -1.5
C -0.39468 1.93964 -0.94006 0.6 0.5 1.6
O 0.53714 2.86890 -0.37845 0.1 0.4 -0.5
C 1.00163 -0.13282 1.50008 1.1 0.1 0.1
O 1.95160 0.81793 1.35320 0.0 0.4 0.1
H 0.37818 -3.08432 -0.91291 -0.2 -0.3 0.4
H -1.35809 -2.68681 -1.37214 0.0 -0.8 0.4
H -0.11703 -1.67577 -1.75153 0.4 0.3 -0.4
H -0.48678 -1.95518 1.06249 0.1 -0.2 0.1
H 0.93827 -0.31705 -0.55639 -0.1 0.7 -0.3
H -1.79629 0.56424 0.00187 -0.1 0.0 0.0
H -0.78832 1.54563 1.09471 0.0 -0.2 0.1
H 0.12680 1.38781 -1.72635 -0.5 0.1 -0.5
H -1.24580 2.54468 -1.25323 0.1 -0.1 -0.5
H 1.17348 2.36420 0.16907 0.0 -0.4 0.3
H 0.35313 0.03809 2.39758 -0.4 -0.1 -0.2
H 1.40470 -1.17787 1.67064 0.1 0.1 -0.1
```
Forces are in eV/Å.

Calculated values
Structure (SMILES): CN[C@H](C[O-])CCO
Total charge: -1
Highest occupied orbital energy, eV: -2.84



Computed, not measured: a 2-piece molecular cluster, C5H12NO2 overall at a distorted geometry, with the ωB97M-V functional and the def2-TZVPD basis.

The geometry in XYZ format:
```
20
Properties=species:S:1:pos:R:3:forces:R:3
C -1.43012 1.64452 0.14049 -2.7 -2.6 2.4
O -1.77405 0.78574 1.39874 -0.1 1.8 -1.6
C -1.55506 0.80087 -1.09032 1.3 0.3 -1.3
C -0.32400 -0.21503 -1.02270 -0.9 1.1 -2.0
C 0.27153 -0.38010 0.31623 2.2 -1.8 0.8
C 1.48614 0.27622 0.75265 -1.0 -0.5 -0.4
N 2.18673 0.12596 1.84220 1.5 1.5 -0.6
H -2.21391 2.35248 0.23779 -0.5 1.1 -0.1
H -0.48170 2.07925 0.23522 1.4 0.6 0.2
H -2.54294 0.28837 -1.21442 0.8 0.6 0.3
H -1.31220 1.44543 -2.02607 -0.9 -0.7 1.3
H 0.37887 0.21552 -1.81427 -0.3 -0.7 1.1
H -0.76101 -1.11986 -1.47597 0.6 -0.2 0.3
H 0.02838 -1.40773 0.79670 0.5 1.8 -0.4
H 1.95682 1.11881 0.10108 -1.0 -1.4 0.4
H 1.87508 -0.35787 2.64801 -1.1 -1.1 0.2
H 2.40715 -2.18068 -0.25650 -1.1 -0.8 -0.4
H 0.94241 -2.71319 -0.43390 1.3 0.2 -0.1
H -1.01972 0.16609 1.51410 0.1 0.4 -0.6
O 1.88161 -2.92481 -0.64907 0.0 0.5 0.5
```
Forces are in eV/Å.

Calculated values
Total charge: -1
Highest occupied orbital energy, eV: -2.26



Computed, not measured: a 2-piece molecular cluster, C5H12NO2 overall at a distorted geometry, with the ωB97M-V functional and the def2-TZVPD basis.

The geometry in XYZ format:
```
20
Properties=species:S:1:pos:R:3:forces:R:3
C -1.96667 0.48581 0.11841 -0.3 -1.8 -0.9
O -2.48562 -0.70095 0.73146 0.2 0.7 0.1
C -0.50520 0.46622 0.42020 -0.2 5.0 -2.7
C 0.53403 1.12036 -0.57244 -0.2 -3.7 -0.1
C 2.03151 0.44099 -0.36482 -1.0 0.0 -0.3
C 2.12805 -0.17794 1.03242 -1.3 1.1 1.4
O 1.68814 -1.26609 1.34811 0.8 0.5 -0.9
N -0.30786 -1.50623 -0.77439 -2.1 -0.5 2.3
H -2.38192 1.41733 0.52852 0.3 0.0 0.3
H -2.17085 0.45509 -0.96754 0.2 0.1 0.5
H -3.40612 -0.59649 0.99961 0.0 0.2 0.0
H -0.31670 0.85973 1.42410 0.4 -2.1 0.8
H 0.27529 0.67571 -1.54043 -0.2 0.6 0.1
H 0.27516 2.17177 -0.67523 0.7 0.4 0.7
H 2.82794 1.12028 -0.68508 -0.2 0.0 0.6
H 2.06123 -0.42523 -1.03980 -0.1 0.4 0.0
H 2.28124 0.53447 1.87929 0.7 -0.1 -0.4
H 0.22587 -1.76251 -1.61089 1.0 1.1 1.1
H -0.81255 -2.34297 -0.42361 0.4 1.1 0.0
H 0.02503 -0.96935 0.17211 0.9 -3.1 -2.4
```
Forces are in eV/Å.

Calculated values
Total charge: +1
Highest occupied orbital energy, eV: -14.00